# 1
{
  "formula": "C4H5CsMgO3",
  "method": "ωB97M-V/def2-TZVPD",
  "e_lumo_ev": [-1.594, -1.579],
  "largest_force_ev_per_a": 1.580,
  "de_lowest_ev": 0.000,
  "charge": 0,
  "homo_ev": [-3.40, -3.38],
  "homo_lumo_gap_ev": [1.80, 1.80],
  "symbols": ["Cs", "Mg", "O", "O", "O", "C", "C", "C", "C", "H", "H", "H", "H", "H"],
  "positions_angstrom": [[2.225, 0.935, 1.141], [-3.721, -1.040, -1.024], [-0.757, -0.434, 0.143], [-1.228, -2.136, -1.361], [0.843, -1.367, -0.884], [-2.235, -0.259, 1.900], [-2.134, -0.481, 0.585], [-0.483, -1.424, -0.737], [1.478, -2.175, -1.882], [-1.387, -0.050, 2.564], [-3.218, -0.341, 2.366], [2.541, -1.932, -1.819], [1.305, -3.232, -1.651], [1.080, -1.924, -2.871]]
}

=====

# 2
{
  "formula": "C20H22BHfN10S",
  "method": "ωB97M-V/def2-TZVPD",
  "e_lumo_ev": -9.929,
  "largest_force_ev_per_a": 4.319,
  "charge": 3,
  "homo_ev": -17.56,
  "homo_lumo_gap_ev": 7.63,
  "symbols": ["Hf", "S", "N", "N", "N", "N", "N", "N", "N", "N", "N", "N", "C", "C", "C", "C", "C", "C", "C", "C", "C", "C", "C", "C", "C", "C", "C", "C", "C", "C", "C", "C", "B", "H", "H", "H", "H", "H", "H", "H", "H", "H", "H", "H", "H", "H", "H", "H", "H", "H", "H", "H", "H", "H", "H"],
  "positions_angstrom": [[-0.553, 0.462, -0.185], [0.736, 1.150, -2.351], [0.989, 1.922, 0.440], [-1.165, -1.343, -1.231], [-2.701, -1.370, 1.338], [0.218, -0.760, 1.436], [-1.455, -2.513, -0.516], [-0.359, -2.025, 1.673], [-2.369, -0.056, 0.992], [2.780, -0.721, -2.331], [-1.727, 2.015, -1.107], [2.635, 0.557, -0.483], [-1.496, -3.543, -1.320], [2.013, 0.275, -1.691], [-1.051, -3.108, -2.617], [-2.695, 4.083, -2.440], [0.607, 2.912, 1.298], [-3.382, 0.734, 1.448], [0.085, -2.526, 2.841], [3.748, -0.293, -0.376], [-2.160, 2.942, -1.686], [0.955, -1.575, 3.439], [3.264, 2.090, 1.287], [-0.905, -1.725, -2.511], [3.824, -1.022, -1.479], [0.977, -0.489, 2.563], [-4.406, -0.056, 1.976], [-3.915, -1.369, 1.913], [2.294, 1.591, 0.374], [2.845, 3.059, 2.209], [1.499, 3.429, 2.254], [2.407, -1.379, -3.550], [-1.688, -2.483, 0.998], [1.845, -0.714, -4.200], [4.568, -1.778, -1.672], [3.495, 3.432, 3.005], [4.275, 1.720, 1.233], [-3.202, 3.725, -3.337], [4.439, -0.286, 0.489], [3.267, -1.769, -4.049], [-3.339, 1.805, 1.324], [-0.441, 3.234, 1.172], [-0.895, -3.724, -3.473], [-4.343, -2.298, 2.252], [-1.927, 4.795, -2.731], [-0.156, -3.545, 3.170], [1.445, -1.622, 4.372], [1.801, -2.277, -3.343], [-3.459, 4.632, -1.857], [1.149, 4.156, 3.011], [-2.069, -3.560, 1.391], [1.539, 0.435, 2.566], [-1.727, -4.515, -0.943], [-5.394, 0.242, 2.297], [-0.719, -0.955, -3.283]]
}

=====

# 3
{
  "formula": "C25H25FNO7S2",
  "method": "ωB97M-V/def2-TZVPD",
  "e_lumo_ev": 2.209,
  "largest_force_ev_per_a": 3.792,
  "de_lowest_ev": 0.726,
  "charge": -1,
  "homo_ev": -2.89,
  "homo_lumo_gap_ev": 5.10,
  "symbols": ["S", "S", "F", "O", "O", "O", "O", "O", "O", "O", "N", "C", "C", "C", "C", "C", "C", "C", "C", "C", "C", "C", "C", "C", "C", "C", "C", "C", "C", "C", "C", "C", "C", "C", "C", "C", "H", "H", "H", "H", "H", "H", "H", "H", "H", "H", "H", "H", "H", "H", "H", "H", "H", "H", "H", "H", "H", "H", "H", "H", "H"],
  "positions_angstrom": [[1.365, 2.171, -2.523], [0.046, 0.147, 4.127], [-0.840, -0.724, 1.687], [-0.491, 1.424, 4.555], [1.417, -0.219, 4.385], [1.708, -0.172, 0.808], [1.725, 1.626, 2.239], [1.093, 2.839, -3.759], [-5.920, -0.453, -3.479], [1.835, 2.926, -1.381], [0.049, 1.221, -2.105], [-0.400, -2.358, 5.377], [2.881, 2.308, 1.615], [-2.282, 1.152, -2.104], [4.100, -0.315, -4.282], [-2.544, -2.912, 6.402], [-4.687, 0.050, -3.183], [-1.019, 1.660, -1.542], [2.885, 0.069, -1.826], [2.562, 0.901, -2.879], [-2.374, -0.199, -2.498], [-3.082, -1.723, 5.896], [-2.285, -0.839, 5.160], [-0.944, -1.146, 4.918], [-0.127, 0.226, 2.263], [4.442, -1.138, -3.198], [5.512, -2.180, -3.294], [-3.538, -0.770, -3.019], [3.163, 0.712, -4.135], [1.209, 0.535, 1.676], [-6.221, -1.863, -3.319], [3.077, 3.450, 2.550], [3.802, -0.953, -1.977], [-1.212, -3.238, 6.113], [-3.417, 1.970, -2.369], [-4.573, 1.459, -2.953], [-4.118, -1.442, 6.082], [0.654, -2.585, 5.181], [-5.794, -2.444, -4.144], [-5.865, -2.262, -2.362], [-3.158, -3.572, 7.016], [5.728, -2.404, -4.343], [2.117, 3.948, 2.665], [-3.565, -1.815, -3.360], [6.433, -1.827, -2.806], [5.194, -3.092, -2.772], [3.729, 1.624, 1.575], [4.584, -0.489, -5.247], [2.410, 0.219, -0.865], [-3.328, 3.041, -2.153], [3.820, 4.135, 2.161], [-2.673, 0.120, 4.803], [4.021, -1.589, -1.122], [-1.469, -0.796, -2.420], [-1.039, 2.497, -0.833], [2.893, 1.363, -4.966], [2.626, 2.632, 0.604], [-0.788, -4.174, 6.483], [-7.312, -1.894, -3.357], [-5.404, 2.099, -3.287], [3.385, 3.065, 3.519]]
}

=====

# 4
{
  "formula": "C21H20N2O6S",
  "method": "ωB97M-V/def2-TZVPD",
  "e_lumo_ev": 0.688,
  "largest_force_ev_per_a": 1.218,
  "de_lowest_ev": 3.143,
  "charge": 0,
  "homo_ev": -8.11,
  "homo_lumo_gap_ev": 8.80,
  "smiles": "O=C(CN(c1ccc2c(c1)OCCO2)S(=O)(=O)c1ccccc1)NCc1ccco1",
  "symbols": ["S", "O", "O", "O", "O", "O", "O", "N", "N", "C", "C", "C", "C", "C", "C", "C", "C", "C", "C", "C", "C", "C", "C", "C", "C", "C", "C", "C", "C", "C", "H", "H", "H", "H", "H", "H", "H", "H", "H", "H", "H", "H", "H", "H", "H", "H", "H", "H", "H", "H"],
  "positions_angstrom": [[-0.330, 0.088, -1.627], [-0.793, -2.598, 1.602], [0.479, 0.958, -2.425], [-1.219, -0.807, -2.329], [-4.766, -0.639, 1.231], [5.410, -1.290, -0.266], [5.548, 1.369, 0.770], [0.641, -0.850, -0.643], [-2.055, -2.424, -0.268], [3.197, 1.544, 0.473], [-5.120, 0.659, -0.538], [3.064, -1.065, -0.437], [-2.291, 1.599, 1.596], [-2.723, 3.022, -0.292], [-4.283, -0.415, -0.928], [-3.335, -2.444, 0.407], [-2.904, 2.713, 1.046], [4.292, -0.515, -0.096], [6.611, -0.550, -0.229], [-1.929, 2.209, -1.085], [-4.100, -1.177, 0.189], [-1.324, 1.099, -0.526], [-5.384, 0.467, 0.781], [1.977, 0.995, 0.137], [-0.890, -2.442, 0.402], [6.587, 0.431, 0.943], [4.363, 0.795, 0.383], [0.340, -2.262, -0.501], [-1.493, 0.785, 0.808], [1.897, -0.324, -0.305], [-3.197, 3.893, -0.718], [-5.476, 1.454, -1.159], [-1.759, 2.422, -2.128], [0.162, -2.714, -1.481], [3.060, -2.072, -0.820], [6.734, 0.010, -1.165], [-5.974, 1.019, 1.485], [7.418, -1.276, -0.124], [-3.147, -2.581, 1.476], [-0.999, -0.073, 1.235], [-2.430, 1.360, 2.639], [1.181, -2.750, -0.008], [-3.863, -0.585, -1.898], [3.269, 2.560, 0.824], [-3.524, 3.345, 1.664], [6.437, -0.127, 1.877], [1.081, 1.589, 0.215], [-3.916, -3.300, 0.039], [-2.039, -2.106, -1.232], [7.514, 1.002, 1.001]]
}

=====

# 5
{
  "formula": "C2H4N2OS2",
  "method": "ωB97M-V/def2-TZVPD",
  "e_lumo_ev": 0.785,
  "largest_force_ev_per_a": 1.564,
  "de_lowest_ev": 1.998,
  "charge": 0,
  "homo_ev": -8.66,
  "homo_lumo_gap_ev": 9.45,
  "smiles": "S/N=C/O/C=N/S",
  "symbols": ["S", "S", "O", "N", "N", "C", "C", "H", "H", "H", "H"],
  "positions_angstrom": [[-1.273, -2.970, 1.137], [0.000, 3.074, -1.525], [1.111, -0.070, 0.321], [0.945, 1.917, -0.702], [-0.704, -1.483, 0.545], [0.350, 0.859, -0.332], [0.512, -1.215, 0.733], [-2.543, -2.793, 0.711], [1.261, -1.866, 1.258], [-0.677, 0.598, -0.477], [1.018, 3.950, -1.670]]
}